{
  "formula": "C70H106BCl18O43",
  "method": "the ωB97M-V functional and the def2-TZVPD basis",
  "e_tot_ha": -14275.0328,
  "charge": -1,
  "mol_weight_g_mol": 2284.54,
  "species": ["O", "C", "O", "B", "O", "C", "O", "O", "C", "O", "C", "O", "O", "O", "C", "O", "C", "C", "C", "H", "H", "H", "H", "H", "H", "O", "C", "O", "C", "C", "C", "H", "H", "H", "H", "H", "H", "O", "C", "O", "C", "C", "C", "H", "H", "H", "H", "H", "H", "O", "C", "O", "C", "C", "C", "H", "H", "H", "H", "H", "H", "O", "C", "O", "C", "C", "C", "H", "H", "H", "H", "H", "H", "O", "C", "O", "C", "C", "C", "H", "H", "H", "H", "H", "H", "O", "C", "O", "C", "C", "C", "H", "H", "H", "H", "H", "H", "O", "C", "O", "C", "C", "C", "H", "H", "H", "H", "H", "H", "O", "C", "O", "C", "C", "C", "H", "H", "H", "H", "H", "H", "O", "C", "O", "C", "C", "C", "H", "H", "H", "H", "H", "H", "C", "Cl", "Cl", "Cl", "H", "C", "Cl", "Cl", "Cl", "H", "C", "Cl", "Cl", "Cl", "H", "C", "Cl", "Cl", "Cl", "H", "C", "Cl", "Cl", "Cl", "H", "C", "Cl", "Cl", "Cl", "H", "C", "C", "O", "C", "O", "O", "C", "H", "H", "H", "H", "H", "H", "H", "H", "C", "C", "O", "C", "O", "O", "C", "H", "H", "H", "H", "H", "H", "H", "H", "C", "C", "O", "C", "O", "O", "C", "H", "H", "H", "H", "H", "H", "H", "H", "C", "C", "O", "C", "O", "O", "C", "H", "H", "H", "H", "H", "H", "H", "H", "C", "C", "O", "C", "O", "O", "C", "H", "H", "H", "H", "H", "H", "H", "H"],
  "coordinates": [[0.688, -28.816, 6.461], [0.166, -29.612, 7.176], [-1.103, -30.092, 7.060], [-1.247, -31.232, 7.946], [-0.019, -31.380, 8.758], [0.864, -30.463, 8.321], [1.978, -30.267, 8.735], [-1.425, -32.489, 7.095], [-2.607, -33.008, 7.310], [-3.109, -33.941, 6.800], [-3.366, -32.011, 8.256], [-2.490, -31.126, 8.698], [-4.540, -32.020, 8.444], [-6.288, -30.569, 13.962], [-6.185, -31.458, 13.210], [-6.824, -31.432, 11.993], [-6.575, -32.570, 11.175], [-5.975, -33.558, 12.164], [-5.245, -32.656, 13.194], [-5.875, -32.285, 10.382], [-7.537, -32.891, 10.716], [-5.309, -34.290, 11.684], [-6.731, -34.190, 12.594], [-4.319, -32.203, 12.868], [-5.017, -33.167, 14.100], [6.728, -33.311, 10.132], [5.976, -33.016, 9.203], [6.098, -33.637, 8.015], [5.100, -33.056, 7.145], [4.146, -32.188, 7.941], [4.931, -31.871, 9.197], [4.484, -33.906, 6.732], [5.595, -32.560, 6.312], [3.245, -32.768, 8.184], [3.836, -31.294, 7.390], [4.333, -31.903, 10.099], [5.480, -30.911, 9.268], [3.249, -36.651, 6.260], [2.242, -36.097, 6.547], [2.126, -34.873, 7.044], [0.809, -34.740, 7.713], [-0.145, -35.821, 7.022], [0.869, -36.782, 6.635], [0.508, -33.714, 7.476], [0.926, -35.032, 8.741], [-0.611, -35.390, 6.161], [-0.910, -36.271, 7.666], [0.723, -37.305, 5.681], [1.024, -37.565, 7.413], [0.634, -25.257, 6.652], [1.732, -24.997, 7.081], [2.407, -24.004, 6.499], [3.738, -23.959, 7.054], [3.929, -25.334, 7.807], [2.480, -25.691, 8.141], [3.843, -23.140, 7.774], [4.443, -23.975, 6.222], [4.696, -25.412, 8.625], [4.250, -26.007, 7.048], [2.188, -25.332, 9.107], [2.318, -26.759, 8.043], [-0.511, -28.161, 9.399], [-0.959, -27.093, 9.232], [-0.899, -26.113, 10.121], [-1.355, -24.867, 9.556], [-2.485, -25.271, 8.603], [-1.801, -26.577, 8.042], [-0.527, -24.424, 8.962], [-1.676, -24.196, 10.377], [-2.690, -24.579, 7.864], [-3.436, -25.505, 9.173], [-1.074, -26.243, 7.259], [-2.424, -27.320, 7.660], [-10.296, -31.075, 11.452], [-9.838, -31.196, 10.359], [-10.167, -32.310, 9.582], [-9.468, -32.199, 8.344], [-8.296, -31.252, 8.595], [-8.739, -30.381, 9.721], [-10.115, -31.741, 7.592], [-9.156, -33.208, 8.045], [-8.144, -30.639, 7.705], [-7.363, -31.797, 8.714], [-8.994, -29.361, 9.463], [-8.002, -30.270, 10.568], [-5.406, -26.501, 9.565], [-6.338, -26.770, 10.283], [-7.423, -26.027, 10.304], [-8.361, -26.532, 11.213], [-7.553, -27.444, 12.158], [-6.412, -27.903, 11.324], [-9.153, -27.012, 10.653], [-8.806, -25.743, 11.769], [-8.160, -28.192, 12.732], [-7.226, -26.771, 12.949], [-6.557, -28.845, 10.760], [-5.415, -28.029, 11.757], [4.493, -26.754, 4.700], [3.720, -27.014, 3.804], [4.102, -26.806, 2.518], [2.918, -27.128, 1.608], [1.991, -28.001, 2.440], [2.289, -27.542, 3.866], [3.347, -27.554, 0.701], [2.427, -26.176, 1.439], [2.274, -29.007, 2.303], [0.935, -28.030, 2.096], [2.241, -28.332, 4.566], [1.780, -26.663, 4.201], [-5.669, -25.646, 5.005], [-6.116, -26.498, 5.704], [-5.502, -27.605, 6.049], [-6.200, -28.416, 7.065], [-7.660, -27.851, 7.088], [-7.412, -26.415, 6.563], [-5.755, -28.162, 8.058], [-6.081, -29.497, 6.740], [-8.013, -27.801, 8.146], [-8.461, -28.335, 6.450], [-7.110, -25.717, 7.370], [-8.136, -25.944, 5.961], [0.214, -25.347, 2.738], [-0.617, -26.181, 3.030], [-1.200, -26.961, 2.120], [-2.144, -27.939, 2.621], [-2.309, -27.500, 4.134], [-1.137, -26.550, 4.410], [-1.719, -28.944, 2.459], [-3.085, -27.872, 2.120], [-2.306, -28.320, 4.819], [-3.197, -26.911, 4.239], [-0.322, -26.967, 5.036], [-1.446, -25.663, 4.899], [1.310, -32.449, 3.563], [1.703, -34.159, 3.329], [2.331, -31.820, 4.904], [-0.468, -32.266, 3.862], [1.558, -31.941, 2.644], [-5.939, -35.319, 7.305], [-6.916, -33.912, 6.755], [-5.789, -36.568, 6.107], [-6.614, -35.908, 8.819], [-4.936, -34.930, 7.519], [-1.469, -28.926, 12.767], [-2.592, -29.411, 11.584], [-1.117, -30.148, 13.965], [-1.880, -27.375, 13.532], [-0.462, -28.755, 12.299], [-1.391, -35.693, 11.201], [-1.608, -34.367, 10.231], [-1.977, -37.221, 10.448], [-2.144, -35.463, 12.804], [-0.311, -35.805, 11.369], [2.907, -28.226, 10.848], [4.553, -27.866, 10.226], [2.206, -26.921, 11.854], [3.048, -29.695, 11.739], [2.256, -28.362, 9.972], [-5.034, -31.446, 3.991], [-6.790, -31.333, 4.390], [-4.081, -30.341, 4.965], [-4.652, -31.277, 2.310], [-4.792, -32.464, 4.309], [-2.851, -39.804, 7.118], [-3.565, -40.459, 5.952], [-5.006, -40.356, 6.238], [-5.783, -40.764, 5.212], [-5.418, -41.150, 4.139], [-7.025, -40.688, 5.726], [-8.062, -41.074, 4.854], [-1.879, -39.504, 6.827], [-2.722, -40.530, 7.871], [-3.340, -38.850, 7.438], [-3.342, -41.531, 5.861], [-3.399, -39.921, 5.044], [-7.975, -40.623, 3.845], [-8.960, -40.837, 5.401], [-8.041, -42.129, 4.726], [5.578, -28.988, 7.183], [5.741, -29.632, 5.855], [6.941, -29.162, 5.208], [6.852, -29.135, 3.877], [6.078, -29.537, 3.096], [8.069, -28.535, 3.530], [8.206, -28.361, 2.152], [4.641, -29.331, 7.636], [5.563, -27.919, 7.103], [6.352, -29.262, 7.902], [4.891, -29.379, 5.199], [5.774, -30.729, 5.995], [9.148, -27.825, 2.049], [7.343, -27.903, 1.652], [8.306, -29.363, 1.766], [5.230, -36.322, 9.213], [3.922, -36.138, 9.882], [3.638, -34.713, 10.294], [2.539, -34.462, 10.907], [1.760, -35.248, 11.422], [2.408, -33.158, 10.930], [1.103, -32.692, 11.477], [5.216, -36.154, 8.124], [5.473, -37.387, 9.287], [6.039, -35.773, 9.659], [3.821, -36.680, 10.834], [3.098, -36.422, 9.226], [0.354, -33.377, 11.205], [0.951, -31.702, 11.034], [1.154, -32.435, 12.558], [5.911, -33.640, 13.498], [5.649, -32.247, 12.950], [5.245, -31.287, 13.913], [4.005, -31.340, 14.346], [3.154, -32.099, 13.960], [3.803, -30.322, 15.159], [2.456, -30.174, 15.632], [5.035, -34.239, 13.490], [6.323, -33.690, 14.497], [6.596, -34.106, 12.804], [4.846, -32.313, 12.284], [6.464, -31.847, 12.451], [1.709, -30.718, 15.086], [2.251, -29.126, 15.605], [2.468, -30.544, 16.620], [-2.368, -36.200, 4.219], [-2.743, -36.176, 2.821], [-4.101, -36.648, 2.491], [-4.989, -35.676, 2.684], [-4.782, -34.547, 3.067], [-6.204, -36.179, 2.476], [-7.321, -35.303, 2.719], [-2.292, -37.117, 4.811], [-2.992, -35.470, 4.783], [-1.320, -35.839, 4.238], [-2.146, -36.857, 2.234], [-2.595, -35.142, 2.503], [-8.208, -35.886, 2.491], [-7.224, -34.442, 2.045], [-7.336, -34.921, 3.734]],
  "atomic_forces_ev_per_a": [[0.005, 0.267, 0.219], [-0.812, -1.525, 0.088], [1.658, 0.696, 0.142], [-0.030, -0.600, -0.457], [0.339, 0.968, -0.760], [-0.390, 0.580, 0.095], [-0.728, -0.330, -0.226], [0.281, -0.040, 0.430], [0.189, 2.838, 0.910], [-0.744, -2.227, -0.988], [0.948, -0.238, -0.464], [-0.276, -0.098, 0.334], [-0.822, -0.082, 0.462], [-0.380, 1.638, 1.690], [0.698, -1.616, -1.859], [-0.510, 0.854, 0.445], [-0.052, -0.430, 0.093], [1.546, -0.660, -0.700], [-1.398, -0.182, -1.029], [-0.068, -0.079, 0.094], [0.658, 0.090, 0.434], [0.039, 0.412, -0.067], [-0.503, 0.121, 0.651], [0.444, -0.207, -0.601], [-0.259, -0.012, 0.954], [-1.404, 0.404, -1.420], [1.860, 0.271, 2.295], [-1.064, 1.164, 0.307], [-1.192, -1.859, -1.507], [-0.071, 0.540, 0.088], [0.807, -0.715, 0.310], [0.912, 0.685, 0.141], [0.137, -0.040, 0.165], [0.269, 0.259, 0.034], [0.039, -0.254, 0.059], [-0.090, -0.234, 0.082], [-0.225, -0.470, -0.507], [1.389, 0.043, -0.718], [-2.015, -0.895, 0.956], [-0.517, 0.554, 0.626], [-0.671, -0.261, -1.822], [0.348, 1.827, 1.036], [1.907, -2.599, -0.807], [-0.044, -0.362, 0.780], [0.196, 0.454, 0.626], [-0.436, 0.458, -0.362], [0.208, 0.546, 0.066], [-0.146, -0.011, 0.241], [-0.120, 0.306, -0.475], [-0.009, -0.075, 0.461], [-1.701, 0.119, -1.508], [1.192, 0.196, 0.695], [0.804, -1.232, 0.873], [-0.015, 0.853, 0.090], [1.410, -0.549, 0.068], [-0.048, 0.202, -0.580], [-0.062, 0.716, 0.121], [-1.009, 0.594, -0.630], [0.342, -0.748, -0.620], [-0.374, 0.124, 0.667], [-0.330, -0.152, 0.217], [1.613, -2.738, 0.721], [-2.769, 2.698, -2.077], [0.815, 0.849, 1.255], [-0.453, 0.535, -0.326], [0.238, -2.932, 2.086], [1.361, 1.994, 0.468], [-0.369, -0.105, 0.535], [0.384, -0.501, -0.387], [-0.311, 1.510, -1.526], [1.172, 0.205, -0.673], [-0.571, -0.526, 0.593], [-1.069, -1.220, -0.557], [-0.332, 0.300, 0.090], [-0.502, -1.037, 0.269], [0.398, 1.365, 0.513], [0.184, -0.160, -0.275], [0.665, 0.099, -1.717], [0.859, -0.286, 1.933], [-0.245, -0.334, -0.024], [-0.191, 0.393, -0.003], [0.087, -0.103, -0.156], [-0.015, 0.089, 0.421], [-0.561, 0.038, -0.230], [-0.613, -0.220, -0.991], [-0.369, -0.233, -0.016], [1.968, -0.663, 0.247], [-0.415, 1.015, -0.601], [-0.437, -1.254, 0.707], [-1.433, -0.049, 1.529], [0.818, -0.220, -1.541], [-0.196, -0.435, -0.139], [-0.298, 0.878, 0.281], [0.490, 0.298, -1.003], [0.484, -0.011, 0.064], [-0.263, 0.372, 0.290], [-0.347, 0.249, 0.305], [-0.709, -0.257, -0.086], [0.911, -0.022, -0.624], [-1.782, -0.666, -0.582], [0.848, 0.852, 1.028], [-0.427, 0.520, -0.297], [1.323, 0.309, -0.897], [-0.171, 0.005, 0.192], [0.106, 0.162, -0.347], [0.733, -1.439, 0.208], [0.648, 0.759, 0.332], [-0.270, -0.630, 1.014], [-0.975, 0.344, 0.196], [0.404, 0.248, -0.890], [-1.837, 0.308, 2.164], [1.067, -1.883, 0.304], [-0.484, 0.102, -0.592], [-0.396, 0.698, -0.153], [1.771, -0.194, 0.333], [0.031, -0.589, -0.987], [-0.129, 1.397, 0.653], [0.089, -0.212, -0.818], [1.226, 0.084, 0.694], [-0.318, -0.366, -0.229], [-1.278, 0.352, -0.466], [-0.707, -0.736, 0.002], [0.464, 0.460, 0.977], [-0.420, -0.427, -1.609], [1.092, 0.554, 2.128], [0.892, 0.138, -0.904], [0.637, -0.948, -0.555], [-0.075, 0.392, 0.250], [-0.395, 0.262, -0.630], [-0.145, -0.520, 0.319], [-0.799, -0.063, 0.059], [-0.418, 0.044, -0.517], [-0.272, 0.946, 0.507], [-0.371, -0.371, 0.736], [-0.103, 0.021, -0.033], [-0.734, -0.006, -0.572], [1.147, 0.091, -0.039], [0.010, 0.274, 0.025], [0.450, 1.105, 0.457], [0.424, -0.610, -0.227], [-0.161, -0.228, -0.313], [-0.094, -0.234, 0.152], [-0.420, -0.052, -0.198], [2.597, 1.056, -0.174], [-0.838, -0.394, -0.623], [-0.280, -0.585, 0.539], [-0.232, -0.089, 0.035], [-1.253, -0.018, 0.083], [0.962, -2.172, 1.631], [-0.841, 1.980, -1.790], [0.061, 0.392, 0.141], [-0.002, -0.111, -0.186], [-0.423, -0.151, 0.068], [0.098, 0.450, -0.652], [-0.441, 0.443, 0.151], [0.371, -0.284, -0.374], [-0.418, -0.688, 0.532], [0.238, -0.002, 0.488], [-0.186, -1.086, 1.045], [0.369, 0.373, -0.423], [-0.021, 0.050, 0.070], [-0.234, 0.156, -0.442], [0.097, 0.276, -0.283], [-0.963, 0.904, -0.700], [-1.103, 0.171, 0.872], [0.884, -0.291, -0.866], [0.148, 0.216, 1.987], [-0.412, 0.054, -0.145], [0.575, 0.191, -0.718], [-0.136, 0.292, -0.596], [1.218, 0.190, -0.526], [-0.133, -0.438, 1.409], [0.050, -1.054, -0.041], [0.179, 0.431, -0.183], [0.259, 0.074, -0.764], [-0.195, 0.065, 0.731], [-0.426, 0.359, -0.257], [0.065, -1.073, -0.210], [-0.105, -0.183, 0.865], [-0.581, -0.558, -0.437], [-1.337, -0.548, -0.063], [4.588, 1.701, 1.318], [-1.949, -0.774, -0.780], [-1.977, -0.074, 0.949], [0.411, -0.466, -0.547], [0.012, 0.222, -0.189], [-0.112, 0.595, -0.097], [0.233, -0.044, -0.180], [0.276, -0.212, 0.312], [0.191, 0.564, -0.435], [-0.247, 0.160, -0.383], [0.306, 0.235, 0.353], [0.211, -0.279, -0.826], [0.442, -0.587, -0.984], [-1.521, 0.789, 1.505], [2.452, -1.715, -2.023], [-1.264, -0.074, 1.262], [0.192, -0.306, -0.548], [-1.769, 1.447, 0.791], [1.875, 1.949, 0.543], [-0.187, 0.376, 0.485], [-0.020, 0.006, 0.206], [0.271, 0.335, 0.267], [0.169, -0.069, -0.478], [-0.043, -0.054, 0.084], [-0.699, -0.540, -0.051], [-0.002, -0.496, -0.410], [0.270, -1.005, -0.529], [0.603, 0.361, -0.323], [-0.965, -1.256, 1.316], [0.766, 0.521, 1.042], [-0.132, 0.263, -1.033], [-0.210, -0.653, 0.042], [-0.327, 0.260, 0.258], [0.570, 0.115, -0.174], [-1.024, -0.417, 0.073], [0.263, 0.333, 0.197], [0.341, -0.233, -0.107], [-1.111, -0.238, -1.419], [1.632, 0.795, -0.685], [0.012, -0.259, -0.634], [-0.187, 0.633, 0.074], [-0.242, -0.217, 1.305], [0.642, 0.950, 2.676], [-0.306, -0.842, -1.883], [0.651, 1.270, 0.498], [-0.906, -0.159, 0.751], [0.200, -0.086, -0.262], [-0.336, -0.261, -0.017], [0.553, 0.439, -0.669], [-0.558, -0.357, -0.540], [0.586, -0.490, -0.141], [-0.472, 0.201, 0.002], [0.352, -0.017, -0.293], [-0.308, -0.244, -0.465], [0.069, 0.030, 0.041], [-0.248, -0.177, 0.135], [0.098, -0.173, 0.252]],
  "mulliken_charge": [-0.13, -0.04, -0.03, -0.31, 0.48, 0.10, -0.09, 0.14, 0.25, -0.44, 0.50, -0.41, -0.61, -0.59, 0.17, -0.24, 1.05, -0.57, -0.18, -0.71, 0.04, 0.26, 0.35, 0.00, 0.43, -0.71, 0.30, -0.39, -0.20, 2.54, 1.01, -0.13, 0.29, -1.51, -0.57, -1.28, 0.29, -0.62, 0.14, 0.40, 0.79, 0.55, -0.45, -0.61, -0.47, -0.45, 0.09, 0.37, 0.20, -0.52, 0.02, -0.46, -0.79, 0.31, 1.02, 0.27, 0.46, 0.39, -0.57, 0.30, -0.68, -0.23, 0.12, -0.44, -0.26, -0.23, 1.16, -0.06, 0.45, 0.70, -0.43, -1.22, 0.55, -0.57, 0.34, -0.43, -0.68, 1.30, 0.90, 0.34, 0.36, 0.30, -1.15, 0.11, -0.79, -0.39, 0.05, -0.41, -0.53, -0.50, 0.92, 0.24, 0.39, 0.31, 0.38, -0.65, 0.24, -0.62, 0.24, -0.45, -0.68, -0.48, 1.34, 0.39, 0.29, 0.38, 0.09, -0.46, -0.17, -0.64, 0.42, 0.02, 1.25, 0.36, -0.95, -0.62, -0.36, -0.50, 0.47, 0.10, 0.54, -0.64, 0.14, -0.42, -0.37, 0.92, 1.43, 0.17, 0.31, -0.70, 0.04, -1.19, 0.39, -0.55, -0.12, -0.03, 0.01, 0.46, 1.09, -0.15, 0.01, -0.17, -0.86, 0.68, 0.05, -0.17, -0.17, -0.49, 0.52, 0.20, -0.15, -0.17, -0.29, 1.30, -0.15, -0.10, 0.13, -1.18, 0.86, -0.15, -0.04, -0.15, -0.54, -1.12, -0.29, -0.24, 0.70, -0.54, -0.30, -0.70, 0.36, 0.49, 0.18, 0.33, 0.28, 0.29, 0.23, 0.34, -0.39, 1.31, -0.45, 0.82, -0.53, -0.37, -0.65, -0.33, 0.39, 0.38, -0.16, -0.52, 0.23, 0.23, 0.32, -1.26, 0.05, 0.16, -0.12, -0.86, 0.62, 1.02, 0.20, 0.46, 0.27, 0.46, -0.09, -0.93, -0.27, 0.18, -1.44, 0.96, -0.43, 0.68, -0.55, -0.41, -0.56, 0.34, 0.37, 0.36, -0.68, 0.57, 0.13, 0.28, 0.36, 0.42, -0.73, -0.37, 0.71, -0.40, -0.35, -0.39, 0.16, -0.16, -0.03, 0.42, 0.32, 0.21, 0.27, 0.11]
}